C34H58BN4O8P2Ti as an isolated structure at a distorted geometry. Source: the OMol25 dataset; level of theory: ωB97M-V/def2-TZVPD.

* total charge: +3
* energy above the lowest of the compared OMol25 structures with the same formula, charge and spin: 0.0 kcal per mole
* gap between HOMO and LUMO: 6.56 eV
* highest occupied orbital energy: -15.53 eV
* E: -100895.7231 eV

Each line ends with the Löwdin charge.
Element x y z (Å)
Ti 0.141 0.237 -0.081  1.22
P -1.415 3.283 0.494  0.49
P -2.939 1.190 -0.834  0.54
O -0.435 2.633 -0.433  -0.32
O -1.256 2.707 1.952  -0.19
O -2.622 1.418 -2.327  -0.18
O -4.253 0.387 -0.758  -0.15
O -0.054 -2.764 -1.100  0.10
O -0.340 -2.623 1.140  0.11
O -1.781 0.387 -0.224  -0.34
O -1.335 4.827 0.598  -0.17
N -0.333 -0.201 2.111  0.08
N 2.648 -1.298 -0.064  -0.23
N 0.890 0.088 -2.192  -0.28
N 1.477 1.438 1.076  0.01
C 2.539 1.624 4.620  0.02
C -1.700 3.311 3.242  -0.37
C 2.210 2.409 0.553  -0.10
C -0.382 -6.385 -0.480  -0.04
C -5.171 -1.488 0.445  -0.02
C 0.669 0.328 3.008  -0.21
C -0.230 -4.047 -0.594  -0.20
C 3.133 -0.754 -1.345  -0.16
C 0.472 6.373 0.148  -0.02
C -3.089 2.801 -0.031  -0.15
C -0.574 -6.298 0.899  -0.04
C 3.097 3.193 1.294  0.00
C 2.474 1.939 3.242  -0.14
C -0.207 -5.249 -1.263  0.03
C 1.558 1.242 2.427  -0.18
C 3.259 2.940 2.632  0.06
C -4.828 2.341 -3.148  -0.03
C -1.834 6.724 -0.821  -0.02
C -3.115 3.856 3.181  -0.03
C 1.706 0.680 5.151  -0.01
C 2.061 -0.832 -2.401  -0.15
C 1.244 1.440 -2.713  -0.05
C -0.407 -3.961 0.773  -0.19
C 2.691 -2.781 -0.123  -0.04
C -0.693 4.348 3.697  -0.01
C -6.249 0.796 0.553  -0.02
C -0.763 5.729 -0.441  -0.40
C -4.959 0.007 0.495  -0.40
C 0.744 0.040 4.341  0.03
C -0.185 -0.442 -3.093  -0.03
C -2.605 3.445 -3.659  -0.02
C -0.593 -5.075 1.560  0.03
C -3.349 2.151 -3.414  -0.35
C 3.607 -0.941 0.997  -0.06
B -0.096 -1.905 -0.022  -0.52
H -1.564 3.260 -3.925  0.09
H 0.500 2.171 -2.419  0.07
H -5.676 -1.814 1.354  0.10
H 0.055 -0.670 4.784  0.14
H -5.300 2.663 -4.075  0.11
H -3.206 4.636 2.422  0.09
H -6.804 0.532 1.453  0.10
H -5.798 -1.747 -0.409  0.10
H 0.959 6.987 -0.609  0.10
H -5.023 3.113 -2.398  0.09
H 0.224 -0.566 -4.097  0.12
H 3.726 -3.126 -0.199  0.12
H -4.221 -2.018 0.358  0.08
H -0.709 -7.206 1.471  0.12
H 2.223 1.750 -2.356  0.09
H 0.316 3.936 3.702  0.08
H 2.482 -0.601 -3.382  0.15
H -1.444 7.404 -1.578  0.11
H -0.490 5.111 -1.298  0.13
H 1.175 5.613 0.494  0.07
H 2.156 -3.164 -0.983  0.09
H 2.257 -3.197 0.784  0.11
H -0.364 -7.358 -0.952  0.12
H -0.530 -1.177 2.316  0.10
H -3.353 4.308 4.143  0.11
H -1.006 0.256 -3.139  0.07
H 3.486 0.270 -1.211  0.12
H -6.866 0.553 -0.314  0.10
H -2.635 4.096 -2.780  0.07
H 3.967 3.505 3.229  0.15
H -6.067 1.873 0.560  0.08
H -5.301 1.411 -2.838  0.09
H -2.718 6.227 -1.226  0.08
H -3.784 2.782 0.808  0.07
H -3.223 1.486 -4.265  0.15
H -4.305 0.264 1.335  0.13
H 3.248 2.154 5.246  0.14
H -2.132 7.313 0.048  0.10
H -3.465 3.507 -0.775  0.08
H 4.581 -1.395 0.793  0.11
H 3.755 0.132 1.058  0.07
H 1.295 1.402 -3.802  0.12
H 1.689 -1.850 -2.440  0.12
H -3.080 3.972 -4.487  0.11
H 0.204 7.014 0.990  0.10
H -3.852 3.069 3.007  0.08
H 3.255 -1.317 1.957  0.11
H -0.939 4.655 4.714  0.11
H -0.746 -5.010 2.629  0.13
H 3.664 3.969 0.797  0.13
H -1.670 2.457 3.919  0.14
H -0.722 5.226 3.053  0.08
H 3.992 -1.342 -1.688  0.15
H 1.761 0.430 6.202  0.13
H -1.197 0.324 2.222  0.11
H -0.058 -5.309 -2.334  0.13
H -0.542 -1.404 -2.748  0.09
H 2.104 2.590 -0.507  0.10